A) {"formula": "CH6OS2", "method": "ωB97M-V/def2-TZVPD", "species": ["S", "S", "O", "C", "H", "H", "H", "H", "H", "H"], "positions_angstrom": [[1.70, 0.10, 0.92], [0.92, -0.44, -0.93], [-1.71, 0.20, 0.39], [-2.91, 0.25, -0.40], [1.57, 1.40, 0.75], [-0.02, -1.23, -0.42], [-2.71, -0.38, -1.26], [-1.61, 0.96, 0.96], [-3.09, 1.28, -0.72], [-3.74, -0.13, 0.20]], "smiles": "CO.SS", "homo_energy_ev": -8.66}

B) {"formula": "CH6OS2", "method": "ωB97M-V/def2-TZVPD", "species": ["S", "S", "O", "C", "H", "H", "H", "H", "H", "H"], "positions_angstrom": [[-0.76, 2.75, 0.54], [-2.33, 1.40, 0.37], [0.26, -0.65, 0.05], [0.94, -1.48, -0.90], [1.91, -1.80, -0.50], [-2.42, 1.15, 1.68], [0.40, -2.42, -0.93], [0.97, -1.00, -1.87], [0.12, 2.05, 1.27], [0.92, 0.02, 0.31]], "smiles": "CO.SS", "homo_energy_ev": -8.79}

C) {"formula": "CH6OS2", "method": "ωB97M-V/def2-TZVPD", "species": ["S", "S", "O", "C", "H", "H", "H", "H", "H", "H"], "positions_angstrom": [[-1.61, -0.56, -1.40], [-1.04, 0.17, 0.65], [3.09, 0.94, 0.84], [2.20, -0.03, 0.42], [2.77, -0.97, 0.41], [-2.85, -0.94, -1.12], [-1.18, -0.94, 1.45], [2.67, 1.55, 1.47], [1.36, -0.04, 1.16], [1.78, 0.22, -0.59]], "smiles": "CO.SS", "homo_energy_ev": -9.41}

It is A) that is the most stable of them.

A) {"formula": "C4H5FN2O", "method": "ωB97M-V/def2-TZVPD", "species": ["F", "O", "N", "N", "C", "C", "C", "C", "H", "H", "H", "H", "H"], "positions_angstrom": [[-0.20, 1.56, 1.75], [-2.29, 0.35, 0.03], [1.28, 0.24, 0.30], [-0.44, -0.69, -0.89], [-0.95, 0.18, 0.03], [1.88, -1.65, -1.19], [0.91, -0.72, -0.64], [0.05, 0.74, 0.71], [-2.26, 1.91, -0.12], [2.87, -1.24, -0.85], [-1.17, -1.36, -1.33], [1.63, -1.72, -2.32], [1.74, -2.58, -0.57]], "homo_energy_ev": -8.05}

B) {"formula": "C4H5FN2O", "method": "ωB97M-V/def2-TZVPD", "species": ["F", "O", "N", "N", "C", "C", "C", "C", "H", "H", "H", "H", "H"], "positions_angstrom": [[-3.28, -0.85, -2.42], [-2.23, -1.88, 0.54], [-0.23, 0.48, -1.09], [-0.50, -0.64, -0.14], [-2.16, -0.54, -1.78], [-1.69, -1.15, -0.18], [0.18, -0.63, 1.19], [-1.24, 0.38, -2.09], [0.55, -1.61, 1.33], [1.11, -0.03, 1.21], [-0.46, -0.26, 1.93], [0.67, 0.52, -1.60], [-1.19, 0.74, -3.09]], "smiles": "Cn1[nH]cc(F)c1=O", "homo_energy_ev": -8.80}

It is B) that is the most stable of them.

A) {"formula": "C4H2F3I", "method": "ωB97M-V/def2-TZVPD", "species": ["I", "F", "F", "F", "C", "C", "C", "C", "H", "H"], "positions_angstrom": [[0.42, -2.18, 1.79], [0.93, 0.66, 1.84], [-2.14, -0.48, -0.13], [-1.53, 1.56, 0.23], [-0.04, 0.24, -1.15], [-1.10, 0.35, -0.10], [1.04, -0.10, -0.45], [0.52, -0.24, 0.95], [-0.16, 0.44, -2.21], [2.06, -0.25, -0.77]], "homo_energy_ev": -9.21}

B) {"formula": "C4H2F3I", "method": "ωB97M-V/def2-TZVPD", "species": ["I", "F", "F", "F", "C", "C", "C", "C", "H", "H"], "positions_angstrom": [[-2.23, -1.36, 0.01], [-1.08, 1.15, 1.65], [-1.32, 0.75, -1.89], [-0.12, 2.46, 0.25], [-0.89, 1.35, 0.36], [-1.41, 0.57, -0.58], [1.80, -1.78, 0.19], [1.66, -0.68, -0.20], [1.87, -2.85, 0.38], [1.74, 0.38, -0.16]], "smiles": "FC(F)=C(F)I.C#C", "homo_energy_ev": -9.56}

It is A) that is the most stable of them.

A) {"formula": "C14H28N2O4", "method": "ωB97M-V/def2-TZVPD", "species": ["O", "O", "O", "O", "N", "N", "C", "C", "C", "C", "C", "C", "C", "C", "C", "C", "C", "C", "C", "C", "H", "H", "H", "H", "H", "H", "H", "H", "H", "H", "H", "H", "H", "H", "H", "H", "H", "H", "H", "H", "H", "H", "H", "H", "H", "H", "H", "H"], "positions_angstrom": [[0.28, 4.55, 2.85], [-2.50, -3.66, -4.54], [2.45, 0.78, 1.65], [-1.55, -5.67, -4.94], [-0.54, 2.45, 2.89], [2.40, 2.73, 2.75], [-0.38, -2.80, -2.90], [-0.50, 3.72, 3.29], [-1.67, -4.52, -4.25], [0.28, 1.78, 1.85], [-0.11, 2.34, 0.46], [-1.47, 4.10, 4.38], [1.81, 1.75, 2.07], [0.46, 1.58, -0.74], [-0.09, 0.15, -0.84], [0.11, 2.31, -2.04], [-0.74, -4.29, -3.05], [3.83, 2.80, 3.05], [-0.62, -4.64, -0.50], [-1.41, -4.87, -1.79], [0.19, -4.84, -3.25], [-1.23, 1.87, 3.34], [0.42, -2.68, -2.16], [-1.32, 5.15, 4.64], [0.27, -0.44, 0.00], [0.55, 1.79, -2.89], [-2.21, -5.62, -5.64], [-0.60, -3.57, -0.24], [4.19, 1.82, 3.37], [0.41, -4.99, -0.61], [-0.98, 2.35, -2.16], [-1.30, 3.48, 5.26], [0.26, -0.30, -1.76], [-0.03, 0.74, 1.86], [-1.25, -2.23, -2.57], [-2.40, -4.43, -1.67], [4.01, 3.52, 3.85], [1.82, 3.53, 3.00], [-1.08, -5.18, 0.33], [-1.53, -5.95, -1.93], [0.23, 3.38, 0.41], [1.55, 1.54, -0.68], [-0.03, -2.39, -3.85], [-1.18, 0.17, -0.84], [4.38, 3.10, 2.16], [-1.20, 2.35, 0.38], [0.50, 3.32, -2.01], [-2.49, 3.97, 4.02]], "smiles": "CNC(=O)[C@H](CC(C)C)NC(C)=O.CC[C@H](C)C(=O)O", "homo_energy_ev": -9.39}

B) {"formula": "C14H28N2O4", "method": "ωB97M-V/def2-TZVPD", "species": ["O", "O", "O", "O", "N", "N", "C", "C", "C", "C", "C", "C", "C", "C", "C", "C", "C", "C", "C", "C", "H", "H", "H", "H", "H", "H", "H", "H", "H", "H", "H", "H", "H", "H", "H", "H", "H", "H", "H", "H", "H", "H", "H", "H", "H", "H", "H", "H"], "positions_angstrom": [[-0.59, 0.06, 1.00], [-0.96, -3.28, 0.02], [5.53, -0.17, 0.36], [-3.85, 0.81, -0.71], [0.90, -1.66, 1.04], [-2.43, -1.55, -0.15], [5.53, 2.00, -0.79], [2.04, -0.96, 1.58], [-4.00, 1.84, 0.25], [-5.32, 2.60, 0.10], [-0.28, -1.09, 0.77], [-3.56, -2.25, -0.70], [5.54, 0.47, -0.91], [6.81, 0.00, -1.60], [-4.91, -0.12, -0.87], [-4.37, -1.34, -1.61], [4.36, -0.08, 1.13], [-3.80, 1.34, 1.68], [3.18, -0.88, 0.56], [-1.26, -2.10, 0.16], [0.98, -2.64, 0.78], [7.68, 0.32, -1.04], [-5.72, 0.34, -1.46], [6.82, -1.09, -1.66], [1.69, 0.05, 1.83], [6.33, 2.32, -0.13], [-2.53, -0.54, -0.04], [-2.82, 0.88, 1.78], [4.67, 0.15, -1.49], [-3.87, 2.17, 2.37], [2.80, -0.41, -0.35], [-3.75, -0.99, -2.44], [-5.32, -0.42, 0.10], [4.58, 2.36, -0.39], [4.64, -0.49, 2.10], [3.52, -1.89, 0.31], [-4.56, 0.61, 1.95], [-5.48, 2.89, -0.93], [-5.29, 3.50, 0.71], [-3.17, -3.12, -1.25], [-5.21, -1.90, -2.03], [-6.16, 1.99, 0.43], [2.38, -1.46, 2.49], [6.87, 0.41, -2.61], [4.06, 0.97, 1.27], [5.67, 2.44, -1.77], [-3.18, 2.52, 0.01], [-4.19, -2.62, 0.11]], "smiles": "CC(C)OCCCNC(=O)C(=O)NCCCOC(C)C", "homo_energy_ev": -9.41}

It is A) that is the most stable of them.

A) {"formula": "H11O6", "method": "ωB97M-V/def2-TZVPD", "species": ["O", "O", "O", "O", "O", "O", "H", "H", "H", "H", "H", "H", "H", "H", "H", "H", "H"], "positions_angstrom": [[0.51, 1.88, -0.32], [-1.37, -2.58, 1.49], [-0.57, -0.68, -0.57], [1.39, -1.11, -2.41], [3.01, 0.10, 0.26], [-2.81, 2.40, 1.70], [2.09, 0.51, 0.23], [-1.52, -0.64, -0.94], [-1.01, -3.48, 1.19], [1.56, -0.20, -2.39], [-2.81, 1.88, 0.88], [3.18, -0.29, -0.58], [0.10, 0.95, -0.26], [-0.22, 2.55, -0.51], [-1.50, -2.15, 0.52], [0.90, -1.18, -1.53], [-2.01, 2.01, 2.15]], "total_charge": -1, "homo_energy_ev": -4.76}

B) {"formula": "H11O6", "method": "ωB97M-V/def2-TZVPD", "species": ["O", "O", "O", "O", "O", "O", "H", "H", "H", "H", "H", "H", "H", "H", "H", "H", "H"], "positions_angstrom": [[-0.78, 0.69, -0.05], [0.13, -2.34, 1.03], [1.01, 0.53, 1.61], [-2.51, -1.07, 0.50], [0.24, 0.86, -2.66], [2.73, 1.03, -0.58], [-2.85, -1.51, -0.28], [2.48, 0.53, -1.38], [-0.76, -1.93, 1.07], [-0.04, 1.01, -1.72], [-0.55, 0.39, -2.94], [0.13, 0.50, 1.00], [-1.07, 1.60, 0.13], [-1.88, -0.30, 0.26], [0.68, -1.73, 1.54], [0.93, 1.09, 2.40], [2.12, 0.66, 0.09]], "total_charge": -1, "homo_energy_ev": -5.78}

It is B) that is the most stable of them.

A) {"formula": "C5H5Cl", "method": "ωB97M-V/def2-TZVPD", "species": ["Cl", "C", "C", "C", "C", "C", "H", "H", "H", "H", "H"], "positions_angstrom": [[0.90, -1.32, -0.99], [-1.58, 0.87, 0.67], [0.38, -0.31, 0.40], [-0.49, 1.83, 0.38], [0.64, 1.15, 0.19], [-1.11, -0.38, 0.64], [1.64, 1.55, -0.04], [0.95, -0.72, 1.29], [-1.64, -1.32, 0.78], [-2.66, 1.14, 0.84], [-0.63, 2.89, 0.34]], "smiles": "ClC1C=CC=C1", "homo_energy_ev": -9.01}

B) {"formula": "C5H5Cl", "method": "ωB97M-V/def2-TZVPD", "species": ["Cl", "C", "C", "C", "C", "C", "H", "H", "H", "H", "H"], "positions_angstrom": [[-0.91, -3.35, 1.68], [0.53, 1.84, -1.89], [-0.38, -1.71, 1.65], [0.16, 1.22, -0.83], [0.09, 0.39, 0.24], [-0.17, -1.07, 0.47], [-0.45, -1.49, -0.56], [-0.25, -1.11, 2.59], [-0.19, 2.28, -2.52], [1.54, 1.91, -2.04], [0.04, 1.08, 1.21]], "smiles": "C=C=C/C=C/Cl", "homo_energy_ev": -8.72}

It is A) that is the most stable of them.

A) {"formula": "C6H17NO", "method": "ωB97M-V/def2-TZVPD", "species": ["O", "N", "C", "C", "C", "C", "C", "C", "H", "H", "H", "H", "H", "H", "H", "H", "H", "H", "H", "H", "H", "H", "H", "H", "H"], "positions_angstrom": [[2.21, -3.87, 1.66], [0.32, 1.20, -1.13], [-0.53, 1.54, 0.04], [0.25, -1.11, -1.97], [1.05, -0.06, -1.23], [-1.27, 0.36, 0.75], [-1.45, 2.68, -0.39], [-0.32, -0.46, 1.70], [-2.35, 2.69, 0.20], [0.37, 0.16, 2.28], [-0.90, 3.65, -0.40], [2.32, -3.94, 2.61], [1.36, -0.52, -0.24], [-1.97, 0.80, 1.47], [0.87, 2.00, -1.41], [-0.24, -1.81, -1.29], [1.96, -3.00, 1.37], [-1.77, 2.41, -1.40], [0.84, -1.59, -2.77], [0.12, -1.35, 1.22], [-0.52, -0.65, -2.58], [-1.02, -0.92, 2.40], [0.21, 1.93, 0.77], [2.05, 0.17, -1.58], [-1.58, -0.30, -0.08]], "smiles": "CCN[C@@H](C)CC.O", "homo_energy_ev": -8.38}

B) {"formula": "C6H17NO", "method": "ωB97M-V/def2-TZVPD", "species": ["O", "N", "C", "C", "C", "C", "C", "C", "H", "H", "H", "H", "H", "H", "H", "H", "H", "H", "H", "H", "H", "H", "H", "H", "H"], "positions_angstrom": [[1.44, -1.39, -0.19], [0.61, -1.23, 2.22], [-0.11, 2.22, -1.92], [-2.18, 0.05, -1.47], [-0.58, -0.55, 1.95], [0.24, 0.74, -1.86], [-0.89, -0.23, -1.62], [1.72, -0.34, 2.55], [-0.52, 0.51, 1.75], [-1.17, -1.64, 0.28], [1.90, 0.38, 1.74], [0.77, 2.84, -1.73], [-0.52, -1.25, -1.57], [1.58, 0.07, 3.55], [-0.52, 2.60, -2.85], [2.64, -0.89, 2.61], [-3.00, -0.65, -1.34], [-1.40, -0.74, 2.66], [0.79, -1.68, 1.27], [1.78, -2.21, -0.56], [0.71, 0.32, -2.76], [-2.45, 1.10, -1.39], [-1.00, -1.07, 0.99], [-0.86, 2.50, -1.17], [1.03, 0.53, -1.14]], "homo_energy_ev": -8.60}

C) {"formula": "C6H17NO", "method": "ωB97M-V/def2-TZVPD", "species": ["O", "N", "C", "C", "C", "C", "C", "C", "H", "H", "H", "H", "H", "H", "H", "H", "H", "H", "H", "H", "H", "H", "H", "H", "H"], "positions_angstrom": [[-1.50, 0.34, -0.05], [0.69, -0.67, -0.60], [-2.04, -2.54, 0.57], [1.63, 0.43, -0.44], [2.38, 2.75, -1.12], [-1.59, -1.51, 1.61], [-1.94, -0.08, 1.22], [1.33, 1.66, -1.29], [-2.05, -1.69, 2.58], [-3.04, 0.00, 1.23], [-3.04, -2.36, 0.22], [-1.49, 0.60, 2.00], [-0.48, -0.13, -0.32], [-0.49, -1.58, 1.82], [0.71, -1.35, 0.13], [-1.41, -2.51, -0.30], [0.58, -1.04, -1.54], [-1.99, -3.59, 0.94], [1.61, 0.73, 0.60], [0.33, 2.04, -1.04], [2.16, 3.63, -1.77], [2.62, 0.07, -0.66], [2.40, 3.10, -0.08], [1.26, 1.34, -2.36], [3.36, 2.36, -1.36]], "homo_energy_ev": -8.48}

D) {"formula": "C6H17NO", "method": "ωB97M-V/def2-TZVPD", "species": ["O", "N", "C", "C", "C", "C", "C", "C", "H", "H", "H", "H", "H", "H", "H", "H", "H", "H", "H", "H", "H", "H", "H", "H", "H"], "positions_angstrom": [[-0.32, 3.60, 0.84], [-0.27, 0.60, 0.21], [-1.19, -2.24, 0.56], [1.37, -0.57, -1.37], [-0.91, -1.33, 1.71], [0.05, -0.16, 1.43], [0.63, -0.87, -2.65], [0.88, 0.70, -0.71], [-0.31, -2.76, 0.20], [-0.24, -0.25, -2.86], [-1.91, -3.04, 0.73], [-0.73, 3.39, 1.68], [0.29, -1.89, -2.73], [-1.17, 0.30, -0.16], [-1.50, -1.81, -0.40], [1.63, 1.25, -0.15], [1.06, -0.55, 1.38], [-1.78, -0.93, 2.26], [0.57, 1.49, -1.40], [-0.43, -1.88, 2.54], [1.19, -0.79, -3.59], [2.44, -0.43, -1.59], [0.11, 0.52, 2.27], [-0.33, 2.81, 0.29], [1.45, -1.37, -0.64]], "smiles": "CCCNCCC.O", "homo_energy_ev": -8.86}

It is D) that is the most stable of them.

A) {"formula": "Cl5CuO20", "method": "ωB97M-V/def2-TZVPD", "species": ["Cu", "Cl", "Cl", "Cl", "Cl", "Cl", "O", "O", "O", "O", "O", "O", "O", "O", "O", "O", "O", "O", "O", "O", "O", "O", "O", "O", "O", "O"], "positions_angstrom": [[-22.37, -4.07, -9.14], [-21.16, -2.85, -4.85], [-22.99, -0.51, -9.45], [-20.35, -3.88, -12.99], [-25.58, -5.05, -8.40], [-21.52, -9.23, -8.42], [-21.86, -8.56, -7.27], [-22.53, -9.44, -9.41], [-22.32, -2.63, -5.71], [-21.33, -1.75, -3.93], [-21.51, -4.03, -4.09], [-22.58, 0.40, -10.52], [-26.87, -4.52, -8.16], [-24.90, -5.23, -7.08], [-25.84, -6.35, -8.84], [-21.04, -10.51, -8.07], [-21.32, -3.97, -11.80], [-20.39, -8.78, -9.12], [-19.85, -2.72, -5.49], [-20.24, -2.45, -13.33], [-19.00, -4.44, -12.60], [-20.67, -4.42, -14.28], [-22.34, -1.78, -9.60], [-24.40, -0.56, -9.20], [-24.84, -4.45, -9.48], [-22.48, 0.14, -8.34]], "total_charge": -4, "homo_energy_ev": 0.55}

B) {"formula": "Cl5CuO20", "method": "ωB97M-V/def2-TZVPD", "species": ["Cu", "Cl", "Cl", "Cl", "Cl", "Cl", "O", "O", "O", "O", "O", "O", "O", "O", "O", "O", "O", "O", "O", "O", "O", "O", "O", "O", "O", "O"], "positions_angstrom": [[16.50, -9.93, -13.95], [10.05, -13.15, -17.07], [12.41, -13.40, -9.08], [16.20, -7.63, -20.89], [22.84, -8.14, -15.39], [18.71, -7.24, -8.37], [18.77, -7.29, -9.86], [15.48, -6.39, -21.29], [11.27, -12.52, -9.46], [22.13, -7.00, -15.65], [12.78, -13.10, -7.76], [23.61, -8.34, -16.54], [10.31, -14.56, -16.81], [19.84, -6.56, -7.90], [23.60, -8.02, -14.19], [15.47, -8.69, -21.59], [13.57, -13.42, -9.93], [22.07, -9.23, -14.94], [17.52, -7.48, -21.25], [18.57, -8.72, -8.01], [16.25, -7.51, -19.39], [8.74, -13.01, -16.63], [17.51, -6.52, -8.03], [9.99, -12.95, -18.42], [11.08, -12.29, -16.48], [12.13, -14.73, -9.12]], "total_charge": -4, "homo_energy_ev": -1.20}

It is A) that is the most stable of them.